A | Formula: C2H4O4
Source: the OMol25 dataset
Level of theory: ωB97M-V/def2-TZVPD

Positions of all 10 atoms, in Å:
O  -0.01  -1.49  -1.74
C  0.48  -1.07  -0.71
O  0.00  0.00  0.00
H  1.23  -1.64  -0.14
H  0.46  -0.01  0.88
O  -1.12  -4.41  -1.40
C  -0.21  -4.89  -0.70
O  1.08  -4.39  -0.79
H  -0.33  -5.62  0.12
H  1.67  -5.02  -0.30

## Properties
HOMO ... -10.548 eV
Lowest unoccupied orbital energy ... 0.32 eV
2S+1 ... 1
Charge ... 0

Per-atom Mulliken charges, elementary charge units: -0.422, 0.343, -0.423, 0.151, 0.344, -0.419, 0.211, -0.391, 0.275, 0.331



B | Formula: C2H4O4
Source: the OMol25 dataset
Level of theory: ωB97M-V/def2-TZVPD

Positions of all 10 atoms, in Å:
O  1.56  1.60  -2.09
C  2.66  2.07  -1.92
O  3.29  2.59  -2.97
H  3.12  1.96  -0.96
H  4.19  2.96  -2.91
O  -2.31  -2.22  3.36
C  -3.08  -1.97  2.48
O  -3.04  -2.44  1.22
H  -4.00  -1.38  2.55
H  -2.39  -3.16  1.23

## Properties
HOMO ... -10.772 eV
Lowest unoccupied orbital energy ... 0.51 eV
2S+1 ... 1
Charge ... 0

Per-atom Mulliken charges, elementary charge units: -0.460, 0.251, -0.433, 0.299, 0.343, -0.463, 0.254, -0.402, 0.291, 0.319



Most favorable first, least favorable last: B, A



A | Formula: C2H3Br2O2Si
Source: the OMol25 dataset
Level of theory: ωB97M-V/def2-TZVPD

Positions of all 10 atoms, in Å:
C  -1.66  0.85  -0.41
C  1.64  -0.03  0.20
O  -1.28  -0.28  -0.16
O  -1.22  1.89  -0.75
Si  0.11  -0.86  1.00
Br  -3.76  0.91  -0.03
Br  0.28  -2.94  -0.01
H  1.59  1.05  0.32
H  2.53  -0.37  0.72
H  1.76  -0.24  -0.87

## Properties
HOMO ... -3.832 eV
Lowest unoccupied orbital energy ... 3.36 eV
2S+1 ... 1
Charge ... -1

Per-atom Mulliken charges, elementary charge units: 0.627, -1.019, -0.082, -0.442, -0.220, -0.424, -0.355, 0.290, 0.336, 0.289



B | Formula: C2H3Br2O2Si
Source: the OMol25 dataset
Level of theory: ωB97M-V/def2-TZVPD

Positions of all 10 atoms, in Å:
C  2.41  -1.09  -1.37
C  -1.40  0.57  -0.15
O  2.31  -0.32  -2.22
O  2.42  -1.95  -0.58
Si  -0.79  1.27  1.53
Br  -1.66  -0.55  2.93
Br  1.49  0.47  1.48
H  -1.04  1.16  -0.98
H  -1.23  -0.41  -0.22
H  -2.49  0.85  -0.41

## Properties
HOMO ... -3.401 eV
Lowest unoccupied orbital energy ... 3.08 eV
2S+1 ... 1
Charge ... -1

Per-atom Mulliken charges, elementary charge units: 0.728, -1.101, -0.384, -0.366, -0.033, -0.422, -0.382, 0.344, 0.309, 0.306



Most favorable first, least favorable last: B, A



A | Formula: CsH2O
Source: the OMol25 dataset
Level of theory: ωB97M-V/def2-TZVPD

Positions of all 4 atoms, in Å:
Cs  -0.69  -0.32  1.57
O  0.30  0.46  -0.39
H  -0.14  0.23  -1.20
H  0.53  -0.37  0.01

## Properties
HOMO ... -16.974 eV
Lowest unoccupied orbital energy ... -4.21 eV
2S+1 ... 1
Charge ... +1

Per-atom Mulliken charges, elementary charge units: 0.975, -0.674, 0.381, 0.318



B | Formula: CsH2O
Source: the OMol25 dataset
Level of theory: ωB97M-V/def2-TZVPD

Positions of all 4 atoms, in Å:
Cs  -1.83  -0.03  -1.46
O  0.41  -0.31  0.48
H  0.09  0.57  0.67
H  1.32  -0.23  0.31

## Properties
HOMO ... -16.445 eV
Lowest unoccupied orbital energy ... -4.02 eV
2S+1 ... 1
Charge ... +1

Per-atom Mulliken charges, elementary charge units: 1.004, -0.673, 0.340, 0.329



Most favorable first, least favorable last: B, A



A | Formula: C8H19NO
Source: the OMol25 dataset
Level of theory: ωB97M-V/def2-TZVPD

Positions of all 29 atoms, in Å:
C  1.77  0.29  2.12
C  0.80  -0.09  3.07
N  1.13  -0.39  0.48
O  1.91  1.65  1.86
H  1.09  2.07  2.16
H  2.78  -0.13  2.12
H  0.92  -1.35  0.75
H  1.88  -0.43  -0.20
H  -0.80  0.19  1.82
H  0.76  -1.15  3.32
H  0.54  0.59  3.87
C  -0.87  -0.90  -1.09
C  0.11  -1.66  -1.98
C  -2.04  -0.41  -1.95
C  0.33  1.39  -1.12
C  -0.24  0.26  -0.27
C  -1.12  0.73  0.83
H  -1.28  -1.60  -0.35
H  0.56  -1.01  -2.73
H  0.91  -2.14  -1.42
H  -0.42  -2.45  -2.52
H  -2.55  -1.26  -2.41
H  -1.68  0.24  -2.76
H  -2.77  0.16  -1.37
H  0.90  2.06  -0.49
H  0.98  1.02  -1.91
H  -0.49  1.95  -1.58
H  -0.94  1.77  1.10
H  -2.19  0.61  0.64

## Properties
HOMO ... -6.200 eV
Lowest unoccupied orbital energy ... 0.77 eV
2S+1 ... 1
Charge ... 0

Per-atom Mulliken charges, elementary charge units: 0.370, -1.487, -0.550, -0.549, 0.385, 0.332, 0.364, 0.353, 0.237, 0.276, 0.333, 0.319, -1.520, -1.553, -1.858, 1.400, -1.403, 0.349, 0.287, 0.365, 0.443, 0.434, 0.360, 0.367, 0.470, 0.381, 0.430, 0.282, 0.380



B | Formula: C8H19NO
Source: the OMol25 dataset
Level of theory: ωB97M-V/def2-TZVPD

Positions of all 29 atoms, in Å:
C  2.45  0.29  0.51
C  1.17  0.08  -0.30
N  1.24  -1.40  -0.74
C  1.08  -2.40  0.28
C  0.33  -1.47  -1.82
C  0.52  -0.65  -3.07
O  -0.68  -2.14  -1.76
H  2.45  1.43  0.40
H  3.33  0.22  -0.11
H  2.32  0.24  1.58
H  0.39  0.23  0.48
H  0.91  0.80  -1.08
H  1.70  -2.11  1.19
H  0.11  -2.62  0.68
H  1.88  -3.09  -0.06
H  -0.31  0.05  -3.04
H  1.43  -0.11  -3.29
H  0.38  -1.28  -3.96
C  -2.72  0.50  0.66
C  -1.61  1.56  0.86
C  -1.24  1.91  2.26
H  -2.27  -0.48  0.44
H  -3.45  0.75  -0.11
H  -3.29  0.37  1.58
H  -0.81  1.24  0.17
H  -1.89  2.41  0.18
H  -1.12  0.94  2.79
H  -0.28  2.38  2.43
H  -2.03  2.36  2.85

## Properties
HOMO ... -9.116 eV
Lowest unoccupied orbital energy ... 0.82 eV
2S+1 ... 1
Charge ... 0

Per-atom Mulliken charges, elementary charge units: -1.598, -0.218, 0.080, -1.014, 0.671, -1.178, -0.590, 0.377, 0.388, 0.377, -0.211, 0.666, 0.334, 0.305, 0.411, 0.310, 0.336, 0.348, -0.989, 0.543, -1.301, 0.205, 0.294, 0.339, -0.295, 0.359, 0.335, 0.359, 0.359



Most favorable first, least favorable last: B, A



A | Formula: C5H6N2O3
Source: the OMol25 dataset
Level of theory: ωB97M-V/def2-TZVPD

Positions of all 16 atoms, in Å:
O  2.23  -0.81  -1.13
N  1.77  -0.06  -0.24
O  1.91  -0.52  1.02
O  2.80  1.28  -0.15
C  0.13  0.02  -0.29
C  -0.54  0.97  0.52
C  -1.90  0.75  0.61
C  -2.45  -0.32  -0.05
C  -1.68  -1.14  -0.88
N  -0.40  -1.00  -0.94
H  2.69  -0.99  1.12
H  3.47  1.23  -0.87
H  -0.04  1.73  1.22
H  -2.53  1.42  1.13
H  -3.43  -0.52  0.26
H  -2.03  -2.03  -1.31

## Properties
HOMO ... -9.677 eV
Lowest unoccupied orbital energy ... 0.38 eV
2S+1 ... 1
Charge ... 0

Per-atom Mulliken charges, elementary charge units: -0.653, 0.747, -0.387, -0.527, 0.597, -0.485, -0.339, -0.378, -0.357, -0.414, 0.330, 0.325, 0.300, 0.445, 0.370, 0.425



B | Formula: C5H6N2O3
Source: the OMol25 dataset
Level of theory: ωB97M-V/def2-TZVPD

Positions of all 16 atoms, in Å:
O  3.59  1.10  0.68
C  2.67  0.15  0.45
C  2.78  -1.22  0.28
O  3.97  -1.86  0.38
C  1.48  -1.73  0.11
C  0.60  -0.66  0.24
N  1.35  0.48  0.46
C  -0.84  -0.64  0.32
N  -1.73  -1.00  1.09
H  4.47  0.75  0.55
H  3.91  -2.76  0.06
H  1.20  -2.75  -0.15
H  1.01  1.41  0.66
H  -2.62  -1.27  0.09
O  -1.92  -0.92  -1.14
H  -1.39  -1.49  -1.70

## Properties
HOMO ... -7.978 eV
Lowest unoccupied orbital energy ... 0.38 eV
2S+1 ... 1
Charge ... 0

Per-atom Mulliken charges, elementary charge units: -0.549, -0.081, 0.905, -0.581, -0.384, -0.065, 0.002, 0.002, -0.554, 0.331, 0.317, 0.358, 0.238, 0.483, -0.726, 0.305



Most favorable first, least favorable last: B, A



A | Formula: C5H12IN2
Source: the OMol25 dataset
Level of theory: ωB97M-V/def2-TZVPD

Positions of all 20 atoms, in Å:
C  0.11  -1.75  -0.42
C  -1.32  -1.00  -0.21
C  1.09  -0.62  -0.32
C  -1.10  0.38  -0.91
C  0.33  0.62  -0.66
N  0.03  0.72  1.86
N  0.86  1.73  -0.91
I  1.91  0.83  2.94
H  0.28  -2.51  0.40
H  0.08  -2.36  -1.35
H  -2.20  -1.55  -0.64
H  -1.64  -0.77  0.81
H  1.57  -0.52  0.68
H  1.95  -0.72  -1.06
H  -1.18  0.22  -2.02
H  -1.84  1.12  -0.63
H  -0.48  1.62  2.00
H  1.88  2.18  -0.59
H  -0.55  -0.05  2.33
H  0.24  2.43  -1.31

## Properties
HOMO ... -13.172 eV
Lowest unoccupied orbital energy ... -4.18 eV
2S+1 ... 1
Charge ... +1

Per-atom Mulliken charges, elementary charge units: -0.815, -0.536, -0.100, -0.705, 0.576, -0.853, -0.322, 0.189, 0.307, 0.335, 0.389, 0.175, -0.134, 0.399, 0.377, 0.441, 0.317, 0.354, 0.334, 0.272



B | Formula: C5H12IN2
Source: the OMol25 dataset
Level of theory: ωB97M-V/def2-TZVPD

Positions of all 20 atoms, in Å:
C  0.65  -0.51  -0.86
C  -0.55  -0.82  0.22
C  0.31  0.55  -1.91
C  2.69  -0.54  0.42
C  -2.59  0.43  1.31
N  1.59  0.11  0.03
N  -1.25  0.36  0.86
I  -4.10  0.67  -0.28
H  0.91  -1.48  -1.28
H  -0.16  -1.44  1.05
H  1.21  0.72  -2.31
H  -0.10  1.44  -1.48
H  -0.29  0.11  -2.62
H  2.50  -1.63  0.35
H  3.46  -0.21  -0.33
H  3.04  -0.36  1.50
H  -2.71  -0.38  2.01
H  -2.84  1.39  1.88
H  -1.13  0.88  -0.03
H  -0.62  0.72  1.48

## Properties
HOMO (alpha / beta) ... -12.965 / -12.969 eV
Lowest unoccupied orbital energy (alpha / beta) ... -5.73 / -5.73 eV
2S+1 ... 1
Charge ... +1

Per-atom Mulliken charges, elementary charge units: 0.419, -0.668, -1.656, -0.730, -0.901, -0.317, 0.014, 0.189, 0.537, 0.358, 0.452, 0.516, 0.417, 0.351, 0.318, 0.265, 0.507, 0.416, 0.129, 0.384



Most favorable first, least favorable last: A, B